w.
Below is C4H7N3O in the gas phase, with properties calculated with ωB97M-V/def2-TZVPD.

Properties
- LUMO energy (eV) = 0.691
- SMILES = CC(=O)[C@H](N)N=C=N
- total charge = 0

Cartesian coordinates (Å):
C1 -0.107 1.839 0.407
C2 0.573 0.648 -0.207
O1 1.328 0.658 -1.145
C3 0.465 -0.679 0.708
N1 1.496 -1.639 0.460
N2 -0.787 -1.117 0.207
C4 -1.449 -0.793 -0.769
N3 -2.420 -0.575 -1.465
H1 0.598 2.309 1.092
H2 -0.988 1.539 0.967
H3 -0.374 2.553 -0.369
H4 0.376 -0.455 1.775
H5 2.320 -1.447 1.012
H6 1.753 -1.635 -0.521
H7 -2.784 -1.207 -2.152

=====

x.
Below is a molecular structure, C4H7N3O, with properties calculated with ωB97M-V/def2-TZVPD.

Properties
- LUMO energy (eV) = -0.224
- total charge = 0

Cartesian coordinates (Å):
C1 0.182 1.270 -2.308
C2 -0.108 0.138 -0.184
C3 -1.560 -0.020 -0.143
C4 -0.015 -0.709 2.105
H1 -0.871 0.920 -2.337
H2 0.393 2.402 -2.038
H3 0.864 0.846 -3.101
H4 0.718 0.097 2.974
H5 -0.004 -2.052 2.518
H6 -1.237 -0.036 1.751
H7 2.353 -0.241 -0.179
N1 0.734 0.632 -1.042
N2 -2.596 -0.595 -0.317
N3 0.583 -0.442 0.857
O1 1.969 -0.398 0.888

=====

Bottom line: w, by a margin of 146.4 kcal/mol.

=====

w.
Below is C4H7N3O in the gas phase, with properties calculated with ωB97M-V/def2-TZVPD.

Properties
- LUMO energy (eV) = 0.636
- SMILES = C=NN1CCNC1=O
- total charge = 0

Cartesian coordinates (Å):
C1 0.669 -0.073 -2.695
N1 1.400 -0.072 -1.662
N2 1.008 -0.136 -0.411
C2 -0.351 -0.101 0.062
C3 -0.184 -0.147 1.583
N3 1.130 -0.631 1.785
C4 1.859 -0.779 0.717
O1 3.013 -1.048 0.461
H1 1.175 0.108 -3.596
H2 -0.437 0.167 -2.755
H3 -0.901 -1.019 -0.446
H4 -0.853 0.934 -0.135
H5 -0.309 0.881 2.058
H6 -0.851 -0.994 2.040
H7 1.268 -1.054 2.617

=====

x.
Below is a molecular structure, C4H7N3O, with properties calculated with ωB97M-V/def2-TZVPD.

Properties
- LUMO energy (eV) = -0.020
- total charge = 0

Cartesian coordinates (Å):
C1 1.818 -1.003 0.313
C2 -1.483 -0.435 -0.065
C3 -1.549 1.173 -0.069
C4 0.751 1.284 0.000
H1 2.864 -0.709 -0.139
H2 1.214 -2.221 0.216
H3 1.778 -0.766 1.564
H4 -0.192 -2.188 -0.489
H5 -1.977 1.541 -1.228
H6 -2.571 1.692 0.709
H7 1.834 1.763 -0.161
N1 0.771 -0.034 -0.550
N2 -0.425 -0.954 -0.498
N3 -0.230 1.879 0.156
O1 -2.604 -1.023 0.241

=====

Bottom line: w, by a margin of 122.3 kcal/mol.

=====

w.
Below is C2H6FPS in the gas phase, with properties calculated with ωB97M-V/def2-TZVPD.

Properties
- LUMO energy (eV) = 0.681
- SMILES = CP(C)(F)=S
- total charge = 0

Cartesian coordinates (Å):
C1 -1.273 -1.018 0.464
P1 0.084 -0.170 -0.609
C2 1.267 0.889 0.330
F1 -0.987 0.968 -1.236
S1 0.963 -0.966 -2.082
H1 -1.137 -2.007 0.838
H2 -1.402 -0.347 1.292
H3 -2.053 -0.854 -0.316
H4 1.419 1.732 -0.486
H5 0.879 1.361 1.155
H6 2.239 0.413 0.650

=====

x.
Below is 2 unconnected molecules or ions with the total composition C2H6FPS, with properties calculated with ωB97M-V/def2-TZVPD.

Properties
- LUMO energy (eV) = -1.496
- total charge = 0

Cartesian coordinates (Å):
C1 1.146 0.905 0.383
C2 -0.929 -1.216 0.199
F1 0.535 -0.328 -2.359
P1 -0.483 0.493 -0.283
S1 -1.848 1.930 -0.405
H1 1.600 -0.033 0.339
H2 1.783 1.552 -0.202
H3 1.135 1.050 1.532
H4 -1.620 -1.581 -0.587
H5 0.118 -1.587 0.200
H6 -1.436 -1.185 1.183

=====

Bottom line: w, by a margin of 59.2 kcal/mol.

=====

w.
Below is 2 unconnected molecules or ions with the total composition CH3NOS, with properties calculated with ωB97M-V/def2-TZVPD.

Properties
- LUMO energy (eV) = -0.819
- SMILES = O=C=S.N
- total charge = 0

Cartesian coordinates (Å):
O1 -2.023 -0.507 0.201
C1 -1.505 -1.229 -0.466
S1 -1.691 -2.609 -1.179
N1 0.151 1.365 1.009
H1 -0.542 0.510 0.600
H2 -0.661 2.051 0.820
H3 0.502 1.712 1.953

=====

x.
Below is CH3NOS in the gas phase, with properties calculated with ωB97M-V/def2-TZVPD.

Properties
- LUMO energy (eV) = 0.727
- total charge = 0

Cartesian coordinates (Å):
C1 -0.375 0.599 0.308
N1 0.359 0.048 -0.868
O1 0.883 -1.747 1.023
S1 -0.175 -1.199 0.144
H1 0.369 0.813 1.067
H2 -1.113 1.263 0.167
H3 0.053 0.221 -1.842

=====

y.
Below is CH3NOS in the gas phase, with properties calculated with ωB97M-V/def2-TZVPD.

Properties
- LUMO energy (eV) = -0.227
- SMILES = CS(#N)=O
- total charge = 0

Cartesian coordinates (Å):
C1 -0.315 0.752 -0.332
S1 0.231 -0.994 0.254
N1 0.412 -2.310 -0.344
O1 0.415 -0.642 1.618
H1 0.679 1.136 -0.159
H2 -0.387 0.850 -1.478
H3 -1.036 1.209 0.441

=====

z.
Below is CH3NOS in the gas phase, with properties calculated with ωB97M-V/def2-TZVPD.

Properties
- LUMO energy (eV) = 0.253
- SMILES = O=CNS
- total charge = 0

Cartesian coordinates (Å):
O1 -1.183 0.243 -1.722
C1 -0.499 0.280 -0.688
N1 0.433 -0.619 -0.124
S1 1.146 -0.149 1.440
H1 -0.428 1.233 -0.086
H2 0.416 -1.570 -0.345
H3 0.115 0.581 1.524

=====

Bottom line: z, by a margin of 20.7 kcal/mol.

=====

w.
Below is 2 unconnected molecules or ions with the total composition C10H15NO2S, with properties calculated with ωB97M-V/def2-TZVPD.

Properties
- LUMO energy (eV) = -0.062
- SMILES = Cc1cc(C)cc(C)c1.C1ONOS1
- total charge = 0

Cartesian coordinates (Å):
C1 -0.971 -0.467 -2.706
C2 0.071 -0.265 -1.640
C3 0.313 0.986 -1.138
C4 1.159 1.174 -0.051
C5 1.482 2.603 0.459
C6 1.493 0.115 0.720
C7 1.244 -1.174 0.276
C8 1.596 -2.334 1.206
C9 0.626 -1.381 -0.951
H1 -0.735 0.008 -3.708
H2 -1.099 -1.454 -3.071
H3 -2.012 -0.303 -2.477
H4 -0.089 1.945 -1.612
H5 0.979 3.368 -0.293
H6 1.016 2.570 1.484
H7 2.604 2.580 0.368
H8 1.969 0.131 1.667
H9 1.777 -1.876 2.194
H10 0.717 -3.084 1.356
H11 2.505 -2.783 0.891
H12 0.400 -2.317 -1.292
C10 -2.434 -0.138 1.569
O1 -2.271 1.209 0.989
N1 -3.351 1.427 0.162
O2 -3.370 0.338 -0.640
S1 -3.336 -1.163 0.342
H13 -1.413 -0.605 1.869
H14 -2.957 -0.193 2.551
H15 -4.172 1.385 0.654

=====

x.
Below is C10H15NO2S in the gas phase, with properties calculated with ωB97M-V/def2-TZVPD.

Properties
- LUMO energy (eV) = 0.497
- SMILES = CCOCCCNC(=O)c1cccs1
- total charge = 0

Cartesian coordinates (Å):
C1 5.354 1.923 0.073
C2 4.051 1.373 -0.482
O1 3.647 0.280 0.312
C3 2.451 -0.317 -0.129
C4 2.143 -1.502 0.781
C5 0.882 -2.246 0.340
N1 -0.302 -1.429 0.445
C6 -0.918 -0.904 -0.642
O2 -0.573 -1.145 -1.784
C7 -2.069 -0.032 -0.354
C8 -2.870 0.554 -1.295
C9 -3.901 1.335 -0.737
C10 -3.874 1.339 0.622
S1 -2.591 0.388 1.249
H1 5.686 2.767 -0.524
H2 5.211 2.244 1.101
H3 6.117 1.149 0.057
H4 3.270 2.151 -0.473
H5 4.185 1.047 -1.526
H6 1.629 0.417 -0.100
H7 2.554 -0.658 -1.170
H8 2.030 -1.140 1.805
H9 2.991 -2.185 0.759
H10 0.964 -2.536 -0.710
H11 0.750 -3.143 0.953
H12 -0.583 -1.133 1.367
H13 -2.709 0.414 -2.348
H14 -4.630 1.870 -1.318
H15 -4.531 1.843 1.303

=====

Bottom line: x, by a margin of 127.9 kcal/mol.

=====

w.
Below is C2H3NS3 in the gas phase, with properties calculated with ωB97M-V/def2-TZVPD.

Properties
- LUMO energy (eV) = -1.374
- SMILES = S=CN(S)C=S
- total charge = 0

Cartesian coordinates (Å):
S1 -2.574 0.697 0.340
C1 -1.156 0.247 0.892
N1 -0.076 0.028 0.178
S2 1.169 -0.755 1.305
C2 0.238 0.389 -1.139
S3 1.732 -0.255 -1.682
H1 -1.081 0.169 1.952
H2 2.395 -0.097 0.482
H3 -0.510 0.908 -1.617

=====

x.
Below is a molecular structure, C2H3NS3, with properties calculated with ωB97M-V/def2-TZVPD.

Properties
- LUMO energy (eV) = -1.601
- total charge = 0

Cartesian coordinates (Å):
C1 -0.001 -1.311 -0.660
C2 -0.013 1.110 -0.266
H1 -0.272 0.676 2.368
H2 0.610 -2.088 -0.251
H3 -0.593 1.341 -1.288
N1 0.253 -0.130 0.044
S1 0.691 -0.496 1.589
S2 -0.709 -1.627 -2.191
S3 0.035 2.525 0.653

=====

y.
Below is C2H3NS3 in the gas phase, with properties calculated with ωB97M-V/def2-TZVPD.

Properties
- LUMO energy (eV) = -1.565
- SMILES = NC(=S)C(=S)S
- total charge = 0

Cartesian coordinates (Å):
N1 1.317 1.010 0.021
C1 0.301 0.321 0.599
S1 -0.072 0.532 2.200
C2 -0.520 -0.547 -0.332
S2 0.035 -1.051 -1.777
S3 -1.976 -1.161 0.382
H1 1.915 1.565 0.632
H2 1.573 0.828 -0.946
H3 -2.574 -1.496 -0.779

=====

Bottom line: y, by a margin of 56.4 kcal/mol.